Entry from the Open Molecules 2025 dataset: a molecular structure, C4H6LiO2 at a distorted geometry (ωB97M-V/def2-TZVPD).

Geometry as XYZ:
```
13
Properties=species:S:1:pos:R:3:forces:R:3
O -1.607766 -2.229510 -1.396070 0.89 -0.30 0.99
O 2.211585 1.680771 -0.065013 -0.87 -0.19 -0.12
C -0.149356 -0.321923 0.887150 -1.25 0.11 0.23
C 1.175960 1.457882 -0.672029 0.00 0.69 -1.28
C -1.666849 -1.851766 -0.252732 -4.03 0.98 -0.14
C -1.332930 -0.521208 0.262863 3.74 1.13 -0.48
Li 3.757209 1.257932 0.455501 0.87 -0.11 0.31
H 0.097004 0.650590 1.317577 -0.06 -0.31 0.02
H 1.131045 0.695543 -1.475835 -0.07 0.06 0.57
H -1.952199 0.314103 -0.076637 -0.21 -0.36 0.44
H -2.493076 -2.132479 0.500108 0.95 -1.58 -0.73
H 0.327536 2.167353 -0.611687 0.20 -0.43 0.29
H 0.501835 -1.167282 1.126801 -0.15 0.31 -0.10
```
Forces are in eV/Å.

The total charge is +1. For the orbital gap, the calculation gives 8.45 eV.

=====

Entry from the Open Molecules 2025 dataset: a molecular structure, C30H44IrN6OTe (ωB97M-V/def2-TZVPD).

Geometry as XYZ:
```
83
Properties=species:S:1:pos:R:3:forces:R:3
Ir 0.406955 0.001287 -0.278464 0.26 0.41 0.82
Te -1.805900 3.118853 -0.676176 -0.47 0.47 -0.36
O 0.347125 -2.357723 -1.426106 -0.11 -0.45 -0.27
N -0.543402 -4.157171 -2.537082 -0.25 -0.34 -0.10
N 1.896499 -1.224515 0.964030 -0.22 -0.07 -0.44
N -0.036993 0.605178 -2.285872 0.37 -0.31 0.20
N 1.453345 -3.193970 -3.250663 -0.30 -0.23 0.01
N 1.245494 1.454891 1.357729 -0.11 0.09 -0.29
N -0.730512 -0.513345 1.668615 -0.02 -0.05 -0.39
C 0.111513 1.218585 -6.545641 -0.03 0.09 0.03
C -3.754460 2.276094 -2.779674 -0.02 -0.04 -0.02
C -0.893798 -0.027360 -3.107190 -0.10 0.00 0.04
C -4.862109 1.629493 -3.300968 -0.04 0.03 0.00
C 1.614275 -4.208151 -4.308224 0.04 -0.13 -0.17
C -2.948896 5.836169 -1.038604 -0.01 0.01 0.00
C -1.324362 5.294365 -2.780493 0.03 -0.04 0.00
C -0.451729 -5.245611 -3.510700 0.15 -0.21 -0.06
C 0.844192 1.467981 -2.844865 -0.09 0.08 0.01
C 2.478824 -2.166244 -3.195358 0.08 0.10 0.02
C 2.662118 1.073263 1.548095 0.06 -0.08 0.03
C 0.436471 -3.170383 -2.350941 0.54 0.26 0.03
C 1.059992 -2.225734 1.668547 0.01 -0.05 0.09
C -2.068190 4.952112 -1.656641 0.21 -0.09 0.17
C -2.353275 7.469810 -2.703471 -0.09 -0.07 -0.03
C -1.498490 6.559852 -3.317317 -0.02 0.02 -0.07
C -0.909276 0.778100 2.372868 0.09 -0.02 0.10
C 2.786733 -0.416211 1.843520 -0.07 0.15 -0.02
C 0.913549 1.689415 -4.199804 -0.02 0.07 -0.02
C 0.983541 -5.514863 -3.895140 0.03 0.16 0.15
C 0.435608 1.448273 2.604004 -0.06 -0.06 -0.04
C -4.394261 1.530954 -0.544686 0.04 -0.11 0.01
C -0.025490 -1.549365 2.480196 0.04 0.06 -0.02
C -1.720804 -4.146388 -1.695560 -0.02 0.15 0.04
C -5.516509 0.921183 -1.080213 -0.07 0.07 0.03
C 0.044090 1.016343 -5.066613 0.02 -0.05 -0.04
C -3.076833 7.109916 -1.572881 0.02 0.07 0.02
C -3.522508 2.208851 -1.401271 0.14 -0.03 0.11
C -0.885849 0.157268 -4.473079 -0.01 0.03 -0.05
C -5.749734 0.970810 -2.452638 0.05 0.05 0.02
H 0.389466 -1.073125 3.366344 -0.03 -0.02 0.02
H 3.826682 -0.704185 1.701174 0.01 -0.11 0.05
H -3.506153 5.564160 -0.149792 -0.05 0.00 -0.05
H 1.223449 2.382793 0.949320 0.04 0.06 0.11
H 2.679348 -4.327684 -4.499509 0.04 0.09 0.07
H 1.524486 -5.945634 -3.049668 0.01 -0.05 -0.04
H -4.232801 1.520552 0.527147 0.00 -0.02 -0.01
H -3.078708 2.817866 -3.431621 -0.07 0.06 0.01
H -1.642882 -0.870996 1.407763 -0.04 0.03 0.06
H -0.929014 -6.125047 -3.077501 -0.11 0.06 0.08
H -1.528327 1.408819 1.737745 -0.10 -0.01 0.00
H -6.231838 0.438419 -0.427136 0.02 -0.01 -0.01
H 1.642425 2.392249 -4.585676 0.00 -0.04 0.01
H 2.538480 -0.627179 2.882736 0.00 -0.04 -0.01
H -6.643717 0.517058 -2.859668 0.02 -0.03 -0.01
H 2.641336 -1.769664 -4.198335 -0.02 -0.04 -0.02
H -2.604672 -4.289011 -2.321276 0.03 -0.07 -0.03
H -2.465933 8.462594 -3.118619 0.00 -0.01 0.01
H -0.971701 6.837349 -4.220854 0.05 0.03 0.06
H 0.606227 -2.848216 0.899752 0.05 -0.05 0.00
H 2.463501 -1.728652 0.290262 0.05 0.00 0.03
H 0.994534 0.925745 3.377648 0.03 0.04 0.02
H -1.609817 -0.367331 -5.084702 0.00 0.01 0.03
H -0.203376 2.234342 -6.799661 -0.02 -0.01 0.02
H 1.658228 -2.861797 2.324407 0.06 0.00 -0.02
H -0.724116 -2.307065 2.832578 -0.07 0.06 0.03
H -1.670598 -4.992296 -0.999587 0.05 -0.03 -0.05
H -1.775344 -3.220200 -1.137592 0.02 0.03 -0.01
H 3.123403 1.636825 2.362059 -0.01 0.05 -0.01
H 2.179731 -1.374125 -2.519037 -0.05 0.03 0.00
H 1.137429 1.123839 -6.904224 0.00 -0.04 0.02
H 0.272529 2.459796 2.975984 0.06 0.02 -0.02
H -0.526474 0.523414 -7.085832 0.01 -0.01 0.01
H -0.640037 4.593438 -3.243390 0.01 0.02 0.01
H 1.500139 1.999799 -2.165249 0.05 -0.06 0.01
H -5.057181 1.663315 -4.365061 -0.01 0.04 0.02
H -3.738752 7.821373 -1.096724 0.00 -0.01 -0.03
H -1.428509 0.656063 3.326028 0.00 -0.07 0.01
H -1.612669 -0.684781 -2.635293 0.03 -0.01 0.01
H 1.020164 -6.228073 -4.716397 -0.01 -0.01 -0.01
H 1.163509 -3.822729 -5.230434 -0.01 0.07 0.04
H 3.419046 -2.608885 -2.854632 -0.03 -0.04 -0.01
H -1.051761 -4.965649 -4.389176 -0.05 0.13 0.05
H 3.198252 1.321560 0.631555 -0.03 0.02 -0.03
```
Forces are in eV/Å.

As for the multiplicity: 6. The total charge is +4. For the orbital gap (spin up / spin down), the calculation gives 8.40 / 4.18 eV.

=====

Entry from the Open Molecules 2025 dataset: 6 unconnected molecules or ions with the total composition C26H53BClI2NO18S5 at a distorted geometry (ωB97M-V/def2-TZVPD).

Geometry as XYZ:
```
107
Properties=species:S:1:pos:R:3:forces:R:3
I 11.472962 -0.055243 2.033730 0.14 0.04 -0.29
I 13.225712 2.997125 -0.291983 -0.34 0.30 0.20
Cl 6.233343 1.355775 -1.769358 0.16 0.11 0.09
S -4.140573 -5.214143 -2.060512 -0.43 -0.05 0.65
S -8.301222 -3.322822 -3.293236 0.12 0.66 0.07
S 11.975730 7.681850 2.132405 0.03 0.31 -0.75
S -13.803859 -0.002321 0.156997 -0.45 0.22 -0.19
S 0.911685 -4.130347 -0.382378 0.31 -0.14 -0.49
O 2.385741 -3.739092 -0.839370 -0.08 -0.05 -0.11
O -3.106204 -6.200092 -2.137162 0.22 0.15 -0.30
O 6.635575 2.082059 3.191722 -0.04 -0.13 -0.11
O 11.743131 6.273279 2.272269 -0.08 0.13 0.34
O 10.627676 8.376797 1.652661 0.09 -0.07 -0.07
O 9.137048 1.783684 -1.474580 -0.56 -0.06 1.01
O -8.621108 -3.905101 -4.563486 -0.09 -0.26 0.07
O 12.549476 8.449420 3.190958 0.00 -0.25 0.26
O -13.165444 -1.147099 -0.421080 -0.02 0.09 0.30
O 0.132125 -2.933504 -0.274018 -0.09 0.01 0.25
O -13.302415 0.581717 1.360377 0.20 -0.11 0.04
O 4.359658 0.218235 0.697572 -0.10 0.41 0.38
O 0.992575 -5.045739 0.713459 -0.17 0.09 0.17
O -5.552029 -5.931498 -2.021430 0.10 0.12 0.01
O -9.116249 -1.962236 -3.138707 0.18 -0.03 -0.04
O -15.354094 -0.316332 0.332874 0.05 0.10 -0.12
O -8.440355 -4.089170 -2.091365 -0.03 -0.26 -0.10
O -4.196325 -4.129122 -3.002340 0.57 -0.44 -0.10
N 3.907114 2.623483 0.859085 -0.47 -1.45 1.32
C 11.494739 2.923880 1.058548 1.07 -0.65 0.55
C 10.808203 1.569217 0.776743 -0.29 0.42 0.16
C -13.972956 1.256250 -1.062025 -0.04 0.02 -0.07
C 12.016461 3.116682 2.494379 -0.08 0.71 -0.50
C -10.546761 -2.005126 -3.321364 -0.66 -0.11 0.03
C -5.472968 -7.697282 -3.733091 0.29 0.06 0.08
C 0.449149 -5.006528 -1.833859 -0.06 -0.03 -0.08
C 9.443313 9.003885 3.714897 0.26 -0.01 0.07
C 8.665241 1.793980 2.051164 -0.03 0.14 -0.12
C 12.903759 7.954100 0.662596 -0.03 0.04 -0.09
C 7.188777 1.888411 2.127592 0.19 -0.04 0.05
C 6.416052 1.689082 0.870731 -0.35 0.26 0.31
C -4.180657 -4.564202 -0.426944 0.01 0.08 0.04
C 2.522287 2.103054 0.984395 -0.10 0.87 -0.41
C -6.124394 -6.413319 -3.259440 -0.21 -0.37 -0.51
C 9.311197 1.694119 0.894677 0.30 -0.17 -0.20
C 3.621200 -3.333285 1.241877 -0.22 -0.17 0.05
C -15.563914 -1.336658 2.560593 0.22 0.16 0.02
C 8.565570 1.712217 -0.400005 0.34 -0.02 -0.73
C -11.271918 -2.590901 -2.126602 0.38 -0.37 -0.06
C 3.094007 -2.755410 -0.058610 0.33 0.34 0.44
C 9.441367 8.172141 2.447500 -0.48 0.00 0.42
C -6.687940 -2.636030 -3.347271 -0.03 -0.15 -0.10
C 7.078835 1.607479 -0.279029 0.07 -0.05 -0.55
C 4.126457 3.514281 2.006337 0.51 0.87 -0.47
C -15.722235 -1.505080 1.062357 -0.15 -0.48 0.43
B 4.826219 1.523147 0.829333 -0.01 0.25 -0.32
H 3.862077 3.066213 2.965067 -0.01 -0.22 0.00
H 10.860974 3.751921 0.771487 -0.16 0.03 -0.26
H 3.547470 4.428653 1.901026 -0.21 0.05 -0.13
H -10.786739 -2.546116 -4.238702 0.18 -0.05 -0.01
H 4.254092 -2.605450 1.751174 0.04 0.02 -0.06
H -10.974692 -2.086469 -1.211203 -0.08 0.08 0.00
H 9.320358 7.110136 2.668569 0.17 -0.02 -0.06
H -5.472516 -8.442483 -2.937819 -0.08 -0.02 -0.01
H 8.482681 8.917139 4.222853 -0.04 -0.01 -0.08
H 2.402634 1.495998 1.878531 0.00 -0.33 -0.01
H -6.590722 -2.030628 -4.244557 -0.03 0.00 0.00
H -7.176557 -6.584065 -3.045589 0.02 0.16 0.24
H 3.925236 -2.423485 -0.676966 -0.12 -0.11 -0.21
H -16.767326 -1.686233 0.819098 0.01 0.19 -0.18
H 1.168073 -5.801530 -2.011733 0.02 0.00 0.05
H 13.914778 7.599787 0.850589 -0.02 -0.03 0.07
H -14.516272 -1.229944 2.838386 0.00 -0.03 -0.01
H -16.084865 -0.442788 2.903171 -0.07 -0.04 0.00
H -14.624332 2.033921 -0.672986 0.01 -0.01 0.03
H -0.539382 -5.428259 -1.655629 -0.01 0.01 0.02
H 1.834557 2.939074 1.097453 0.01 0.21 -0.10
H 10.221688 8.676072 4.402542 -0.02 -0.02 0.00
H -15.966565 -2.205755 3.081067 -0.06 -0.01 -0.07
H 8.608655 8.467882 1.812450 0.17 0.02 -0.20
H 12.079983 4.176278 2.736449 -0.04 -0.06 -0.15
H 4.200140 -4.237285 1.053759 0.07 0.05 -0.02
H 12.912261 9.019229 0.447847 0.00 0.01 0.03
H 2.807816 -3.602561 1.914236 0.00 0.03 0.01
H -12.346707 -2.492092 -2.250840 -0.01 0.10 -0.03
H -12.979546 1.657483 -1.249979 0.03 -0.04 0.05
H -3.218500 -4.088169 -0.243481 0.02 -0.01 -0.06
H 12.450383 7.393315 -0.150067 -0.01 -0.01 0.02
H -4.436521 -7.532946 -4.026259 -0.01 0.01 -0.02
H -5.978215 -3.473322 -3.370398 -0.40 0.45 -0.02
H -6.010577 -8.094207 -4.594062 -0.08 0.04 0.03
H -11.038973 -3.649274 -2.007069 0.01 0.00 -0.05
H 13.022120 2.725671 2.562559 0.05 -0.39 0.30
H 5.166601 3.819483 2.052136 0.13 -0.01 0.06
H 4.765577 -0.295030 1.402090 0.23 -0.47 -0.27
H 2.230317 1.573446 0.087397 0.00 -0.32 0.00
H 9.631758 10.052279 3.484945 -0.08 0.01 -0.03
H -14.383351 0.817578 -1.967253 -0.01 -0.02 0.01
H 11.054732 1.266432 -0.228715 -0.11 -0.24 -0.11
H 2.458337 -1.887663 0.120134 -0.12 -0.08 -0.07
H -15.150316 -2.358763 0.695088 0.11 0.12 -0.08
H 0.418786 -4.314186 -2.670455 0.00 0.03 0.02
H -6.072998 -5.637228 -4.024692 0.10 0.07 0.09
H -4.333447 -5.383988 0.269320 0.00 -0.02 -0.02
H -4.984635 -3.836113 -0.357758 -0.02 -0.03 -0.02
H -10.854493 -0.970608 -3.466858 0.26 0.07 0.00
H 9.232832 1.783599 2.969238 -0.21 -0.02 0.29
H 11.366007 2.654929 3.229204 -0.08 -0.19 0.07
H -6.531438 -2.037548 -2.453382 -0.01 -0.02 0.02
```
Forces are in eV/Å.

The SMILES is C[C@@H](I)[C@@H](I)C1=CC(=O)C(B(O)N(C)C)=C(Cl)C1=O.CCOS(C)(=O)=O.CCOS(C)(=O)=O.CCOS(C)(=O)=O.CCOS(C)(=O)=O.CCOS(C)(=O)=O. For the orbital gap, the calculation gives 7.60 eV.

=====

Entry from the Open Molecules 2025 dataset: 3 unconnected molecules or ions with the total composition C15H16ClNO13S4 at a distorted geometry (ωB97M-V/def2-TZVPD).

Geometry as XYZ:
```
50
Properties=species:S:1:pos:R:3:forces:R:3
Cl 2.190415 -0.413522 -0.382323 -0.71 -0.83 0.37
S -0.913622 -5.216848 0.372408 -0.96 1.04 2.97
S 4.111159 2.051870 4.579149 -0.07 0.06 -0.47
S 0.541790 -0.556240 -3.517289 -0.63 -1.67 1.57
S 1.686732 3.216254 -2.030217 -0.54 0.23 -0.07
O 1.152178 4.738565 -2.056559 0.08 -0.61 0.34
O -2.258465 -5.685957 0.118428 2.07 0.19 -0.94
O 3.183158 2.216404 5.643751 0.38 0.06 -0.10
O 2.487874 2.992902 -3.182261 -0.03 -0.20 0.42
O 3.851215 3.217549 3.492419 -0.31 -0.49 0.50
O 0.263806 2.486450 -2.250827 0.57 0.39 -0.29
O 3.639875 0.803228 3.668627 0.43 0.46 0.18
O 5.512976 1.939947 4.793947 -0.38 -0.08 0.22
O -0.147047 -5.898657 1.394335 -0.35 0.43 -2.20
O 0.133256 0.694824 0.713167 0.58 -0.47 -0.32
O -1.110183 -3.707992 1.004543 0.84 -0.59 -0.72
O -0.022902 -4.744183 -0.917973 -1.47 -0.13 1.62
O 2.141938 2.930218 -0.711727 0.22 0.12 -0.36
N -0.235193 -3.027871 -2.416238 1.46 2.61 2.25
C -4.215152 -0.514493 -0.164230 0.69 -1.78 -0.58
C -2.236560 -2.111168 -0.289507 -1.67 1.29 -1.23
C -2.851312 -0.890695 0.217092 -0.94 -0.93 -1.04
C 0.103887 -3.284175 -0.997343 0.35 -0.96 0.35
C -4.414367 -2.581890 -1.585801 1.58 1.04 1.62
C -0.786849 3.428419 -2.021257 -0.29 0.24 0.55
C 0.642993 -0.371896 0.544616 -1.71 0.99 0.88
C -5.012566 -1.358557 -1.054065 2.00 -0.51 0.49
C -0.041083 -1.628054 1.171978 1.41 -1.06 -1.31
C -0.784235 -2.565574 0.132429 -2.09 -1.46 0.58
C 3.683646 2.626541 2.199269 0.35 -0.19 -0.44
C 3.028495 1.286371 2.468282 -0.47 0.20 -0.16
C -3.048624 -2.936258 -1.197704 -0.46 1.22 0.41
C 0.129712 -1.875379 -2.707456 -0.16 0.36 -3.11
C -0.217473 4.761604 -2.466885 -0.34 0.01 -0.51
H -4.633554 0.417829 0.279839 0.30 -0.92 -0.52
H -1.010795 3.430755 -0.951158 -0.04 0.02 -0.04
H 3.181172 0.581692 1.652929 0.21 0.04 0.35
H -0.791180 -1.368088 1.955634 0.84 0.18 -0.75
H -6.060796 -1.088743 -1.325505 1.10 -0.19 0.31
H -0.736524 5.604551 -2.013748 0.25 -0.01 0.11
H 1.168011 -3.140075 -0.678742 -0.71 0.29 -0.92
H -1.680579 3.150449 -2.576742 0.20 -0.19 -0.09
H -2.608294 -3.874561 -1.611863 -0.54 0.97 0.40
H 3.078813 3.263737 1.559627 -0.02 0.09 0.22
H -4.956136 -3.292884 -2.254047 0.42 0.90 0.68
H 1.957346 1.400840 2.653560 0.03 0.05 -0.05
H -2.306948 -0.218135 0.920340 -0.49 -0.63 -0.77
H -0.245644 4.860535 -3.554862 -0.04 0.00 0.04
H 0.781580 -2.250248 1.626336 -0.91 0.46 -0.38
H 4.674058 2.500611 1.753625 -0.06 -0.03 -0.04
```
Forces are in eV/Å.

The SMILES is O=C(Cl)C[C@]1(c2ccccc2)OS(=O)(=O)O[C@H]1N=C=S.O=S1(=O)OCCO1.O=S1(=O)OCCO1. For the orbital gap, the calculation gives 8.72 eV.